# 1
Computed, not measured: a 2-piece molecular cluster, C5H13NO overall at a distorted geometry, with the ωB97M-V functional and the def2-TZVPD basis.

```
20
Properties=species:S:1:pos:R:3:forces:R:3:mulliken_charge:R:1
C 0.105 -1.982 0.354 -0.1 -2.2 -1.9 -0.937
N -0.858 -0.941 0.287 -0.3 0.8 1.9 -0.106
C -0.691 -0.015 -0.823 1.6 -1.4 -1.5 0.555
C -0.739 1.353 -0.239 2.2 -0.2 0.8 -0.792
C -0.177 1.050 1.246 0.6 3.9 -0.3 -0.356
C -0.946 -0.167 1.581 -0.6 -0.3 -0.9 -0.652
H 1.022 -1.893 0.977 -0.1 0.7 -0.6 0.267
H -0.369 -2.902 0.753 0.2 0.2 -0.2 0.299
H 0.308 -2.183 -0.768 0.4 -0.2 2.0 0.367
H 0.360 -0.028 -1.305 -1.2 -0.7 0.8 -0.717
H -1.359 -0.434 -1.616 0.2 1.4 0.3 0.335
H -0.150 2.060 -0.827 0.2 -0.1 0.2 0.358
H -1.699 1.730 -0.255 -2.2 0.9 0.7 0.328
H -0.337 2.103 1.881 0.5 -3.1 -1.2 0.284
H 0.923 0.729 1.279 -1.3 1.0 -0.4 0.190
H -1.991 0.109 1.835 0.5 -0.6 0.1 0.300
H -0.420 -0.752 2.326 -0.5 -0.1 0.5 0.361
O 2.503 0.801 -2.589 -0.1 0.0 0.6 -0.649
H 2.659 1.245 -1.738 0.0 -0.2 -0.5 0.316
H 1.856 0.117 -2.361 0.2 0.2 -0.2 0.248
```
Positions in Å, forces in eV/Å.

Kohn-Sham gap: 9.239 eV
total energy: -328.2303 hartree



# 2
Computed, not measured: a 10-piece molecular cluster, C5H31NO10S overall at a distorted geometry, with the ωB97M-V functional and the def2-TZVPD basis.

```
48
Properties=species:S:1:pos:R:3:forces:R:3:mulliken_charge:R:1
O -3.559 1.423 -0.838 -0.2 0.2 0.2 -0.577
C -2.440 2.274 -1.126 -0.7 -1.6 -0.3 -0.346
C -1.170 1.587 -0.648 1.6 1.0 -0.7 -0.301
N 0.012 1.860 -1.543 -0.8 0.2 0.2 -0.370
C 1.286 1.612 -0.806 -1.1 0.9 -1.1 -0.625
C 1.749 0.174 -1.007 0.3 0.5 1.3 0.615
C 2.845 -0.063 -2.025 -0.8 -0.4 -0.4 -0.874
S 2.257 -0.403 -3.722 -0.1 0.0 0.0 -0.207
H -3.358 0.528 -1.131 0.1 0.1 -0.2 0.334
H -2.668 3.191 -0.591 0.3 0.2 0.0 0.367
H -2.405 2.438 -2.206 0.1 0.2 0.0 0.227
H -1.186 0.501 -0.601 -0.8 0.0 0.3 0.148
H -0.922 2.020 0.311 0.0 -0.3 0.7 0.273
H -0.082 2.822 -1.861 0.4 0.0 0.3 0.297
H 1.946 2.417 -1.137 0.6 -0.5 -0.1 0.467
H 1.096 1.844 0.235 0.1 -0.2 0.4 0.027
H 0.863 -0.445 -1.148 0.0 -0.1 -0.4 -0.478
H 2.120 -0.147 -0.026 0.2 -0.1 -0.1 0.195
H 3.310 -1.007 -1.773 0.5 0.0 0.1 0.366
H 3.552 0.760 -2.041 0.2 -0.1 0.1 0.380
H 1.231 0.452 -3.728 0.0 0.1 0.0 0.043
O 0.798 -1.569 3.055 0.6 0.1 0.4 -0.535
H 0.068 -1.540 2.429 -0.2 -0.4 0.2 0.310
H 0.494 -2.020 3.851 -0.3 0.0 -0.4 0.247
O -0.274 -3.186 -0.020 0.2 0.6 -0.3 -0.705
H 0.675 -3.012 0.071 0.0 -0.2 0.3 0.310
H -0.587 -2.501 -0.643 -0.2 -0.6 0.1 0.492
O -1.680 -2.942 2.336 -0.2 -0.2 -0.2 -0.611
H -1.561 -3.321 1.445 0.4 0.2 0.2 0.335
H -1.596 -3.672 2.955 -0.1 0.0 0.0 0.246
O 2.504 -2.711 1.104 0.3 0.2 0.1 -0.656
H 2.202 -2.281 1.922 -0.3 0.0 -0.1 0.352
H 3.442 -2.489 1.062 -0.1 -0.1 -0.1 0.303
O -1.646 -1.720 -1.976 0.2 0.2 0.5 -0.658
H -2.222 -2.127 -2.627 0.1 0.0 -0.2 0.287
H -0.864 -1.393 -2.438 -0.3 0.1 -0.5 0.278
O 2.190 0.845 2.938 0.1 0.3 -0.1 -0.627
H 1.857 0.204 3.574 0.0 -0.2 -0.2 0.305
H 1.377 1.207 2.552 0.2 0.0 0.1 0.354
O -1.368 0.774 -3.719 0.1 -0.2 0.0 -0.637
H -1.168 1.149 -4.580 0.1 0.0 0.0 0.288
H -0.720 1.151 -3.074 -0.1 0.0 -0.1 0.381
O 0.251 2.851 2.907 0.0 0.1 0.5 -0.654
H 0.960 2.971 3.561 -0.1 0.0 -0.4 0.318
H -0.517 2.653 3.461 0.0 -0.1 -0.3 0.318
O -2.285 -0.210 2.767 0.4 0.0 -0.3 -0.604
H -2.960 0.038 2.126 0.0 0.0 0.0 0.297
H -1.846 -0.986 2.370 -0.6 0.2 0.4 0.301
```
Positions in Å, forces in eV/Å.

Kohn-Sham gap: 9.445 eV
total energy: -1414.4274 hartree



What LUMO energy values result from the calculations? In sequence: 0.79; 0.32 eV.
What HOMO values result from the calculations? In sequence: -8.45; -9.13 eV.